[1]
Formula: C34H53F9N7O3S
Source: the OMol25 dataset
Level of theory: the ωB97M-V functional and the def2-TZVPD basis

Geometry (Å):
O 0.999 5.818 -7.815
S 2.046 4.783 -7.752
O 1.745 3.574 -8.527
O 3.362 5.377 -8.217
C 2.191 4.357 -5.970
C 3.373 3.339 -5.886
C 3.792 2.958 -4.461
F 2.630 2.867 -3.720
F 4.340 1.708 -4.379
C 4.714 3.977 -3.695
F 5.540 3.296 -2.849
F 3.941 4.741 -2.882
C 5.575 4.949 -4.553
F 6.320 5.666 -3.653
F 4.854 5.876 -5.191
C 6.615 4.275 -5.536
F 6.632 2.948 -5.492
F 7.863 4.675 -5.197
F 6.424 4.753 -6.758
H 2.401 5.269 -5.389
H 1.254 3.847 -5.696
H 4.186 3.720 -6.535
H 3.015 2.403 -6.368
C 3.415 -3.445 -3.388
C 4.676 -2.994 -4.118
C 4.719 -1.482 -4.357
C 3.571 -1.063 -5.187
N 2.681 -0.747 -5.830
H 2.517 -3.230 -3.970
H 3.440 -4.522 -3.214
H 3.325 -2.946 -2.420
H 4.740 -3.520 -5.074
H 5.551 -3.286 -3.532
H 5.642 -1.207 -4.868
H 4.685 -0.943 -3.408
C 2.636 4.141 0.220
C 2.507 5.274 1.233
C 1.062 5.753 1.406
C 0.542 6.263 0.119
N 0.142 6.658 -0.877
H 2.327 4.456 -0.778
H 3.673 3.810 0.148
H 2.025 3.284 0.514
H 3.138 6.109 0.917
H 2.888 4.932 2.198
H 1.016 6.551 2.149
H 0.427 4.934 1.749
C -1.593 2.587 2.350
C -1.614 1.673 3.569
C -1.019 2.329 4.819
C 0.394 2.690 4.576
N 1.485 2.973 4.380
H -0.573 2.852 2.065
H -2.049 2.088 1.496
H -2.148 3.510 2.542
H -1.062 0.759 3.336
H -2.646 1.381 3.776
H -1.069 1.641 5.665
H -1.577 3.230 5.083
C -2.870 -2.351 4.339
C -3.914 -2.937 3.393
C -3.517 -2.818 1.919
C -3.355 -1.395 1.552
N -3.232 -0.293 1.271
H -2.736 -1.280 4.174
H -3.179 -2.483 5.377
H -1.903 -2.842 4.209
H -4.868 -2.431 3.560
H -4.063 -3.991 3.636
H -4.285 -3.262 1.286
H -2.579 -3.345 1.732
C -0.183 2.474 8.885
C -0.280 1.721 10.206
C 0.397 0.348 10.157
C -0.246 -0.500 9.129
N -0.748 -1.152 8.335
H -0.693 1.939 8.082
H -0.652 3.455 8.971
H 0.859 2.620 8.592
H -1.333 1.603 10.473
H 0.185 2.319 10.993
H 0.315 -0.148 11.125
H 1.457 0.452 9.919
C -8.492 -4.155 0.043
C -7.628 -3.496 -1.027
C -6.592 -4.451 -1.629
C -5.673 -4.936 -0.576
N -4.961 -5.311 0.237
H -7.895 -4.485 0.894
H -9.233 -3.448 0.420
H -9.024 -5.020 -0.360
H -7.123 -2.630 -0.593
H -8.272 -3.124 -1.827
H -6.009 -3.939 -2.396
H -7.083 -5.308 -2.092
C -2.626 -8.685 -2.007
C -2.144 -7.790 -0.870
C -1.539 -6.473 -1.365
C -0.365 -6.742 -2.225
N 0.541 -6.955 -2.889
H -1.803 -8.986 -2.657
H -3.075 -9.596 -1.608
H -3.376 -8.175 -2.616
H -1.407 -8.336 -0.277
H -2.987 -7.567 -0.211
H -1.223 -5.864 -0.517
H -2.274 -5.904 -1.936

The calculation puts the LUMO energy at 0.05105 Ha. The energy comes out at -87984.5216 eV. As for the net charge: -1. For the HOMO-LUMO gap, the calculation gives 0.22570 Eh.



[2]
Formula: C23H41FeIP2
Source: the OMol25 dataset
Level of theory: the ωB97M-V functional and the def2-TZVPD basis

Geometry (Å):
Fe -1.064 -2.448 -1.489
C -0.379 0.895 0.115
C -1.322 0.395 -0.809
C -1.183 -1.064 1.022
C -0.282 -0.006 1.213
C -1.849 -0.837 -0.247
C 0.231 2.246 0.097
H 0.353 2.614 -0.928
H 1.221 2.214 0.568
H -0.373 2.987 0.649
C 0.476 0.264 2.452
H 1.390 0.828 2.231
H 0.750 -0.677 2.940
H -0.117 0.855 3.168
C -1.658 -1.990 2.067
H -2.596 -1.612 2.508
H -0.923 -2.079 2.875
H -1.853 -2.992 1.667
C -3.043 -1.576 -0.740
H -3.556 -2.071 0.089
H -2.825 -2.381 -1.506
H -3.713 -0.859 -1.224
C -1.975 1.144 -1.904
H -3.060 1.207 -1.722
H -1.844 0.658 -2.885
H -1.595 2.170 -1.973
C 3.216 0.836 -1.925
C 2.596 1.998 -2.181
C 1.609 2.191 -3.282
C 1.986 1.504 -4.649
C 1.240 0.309 -4.997
C 0.693 -0.636 -4.060
C 1.360 -0.718 -2.657
C 2.871 -0.447 -2.641
H 1.483 3.268 -3.483
H 3.070 1.322 -4.682
H 0.613 1.836 -2.978
H 3.275 -0.453 -3.655
H 4.004 0.764 -1.171
H 2.814 2.890 -1.578
H 3.360 -1.284 -2.122
H 0.821 -0.025 -1.993
H -0.399 -0.439 -3.912
H 1.182 -1.707 -2.172
H 1.776 2.242 -5.453
H 0.859 0.260 -6.012
P 0.666 -2.384 -4.746
C 2.425 -2.773 -4.961
C 0.021 -2.376 -6.432
P -1.759 -3.508 -3.148
C -0.094 -3.805 -3.930
C -2.873 -3.036 -4.514
C -2.223 -5.248 -2.848
H 2.769 -3.455 -4.178
H 3.028 -1.861 -4.956
H 2.560 -3.259 -5.934
H 0.499 -3.202 -6.978
H 0.262 -1.436 -6.935
H -1.061 -2.529 -6.454
H -2.035 -5.832 -3.754
H -3.284 -5.293 -2.568
H -1.613 -5.621 -2.014
H 0.586 -4.140 -3.118
H -0.215 -4.626 -4.659
H -3.888 -3.373 -4.266
H -2.574 -3.498 -5.460
H -2.897 -1.946 -4.629
I 0.535 -3.817 -0.278

As for the multiplicity: 6. The calculation puts the LUMO energy (alpha / beta) at -0.08669 / -0.12872 Ha. The expectation value of S² is 8.806. The energy comes out at -85572.5828 eV. As for the net charge: +1. For the HOMO-LUMO gap (alpha / beta), the calculation gives 0.25795 / 0.21617 Eh.



[3]
Formula: C4H7NO
Source: the OMol25 dataset
Level of theory: the ωB97M-V functional and the def2-TZVPD basis

Geometry (Å):
C 1.720 0.971 0.309
C -1.336 0.358 -1.143
O -1.718 0.083 0.044
C -1.321 -0.915 0.828
C -0.400 -1.844 0.320
N 0.361 -2.560 -0.187
H 2.344 1.340 1.126
H 1.974 -0.071 0.099
H 1.889 1.581 -0.583
H -0.606 -0.273 -1.641
H -1.790 1.238 -1.578
H -1.786 -0.941 1.798
H 0.670 1.034 0.608

The calculation puts the LUMO energy (alpha / beta) at -0.00250 / -0.02059 Ha. The energy comes out at -7795.3187 eV. As for the net charge: 0. For the HOMO-LUMO gap (alpha / beta), the calculation gives 0.30742 / 0.28357 Eh.



[4]
Formula: C17H19NPbS
Source: the OMol25 dataset
Level of theory: the ωB97M-V functional and the def2-TZVPD basis

Geometry (Å):
C -0.547 0.186 -2.818
C -1.434 -1.509 -0.427
C 0.557 -0.675 -2.211
H -0.309 0.366 -3.880
C -0.453 -2.485 -0.185
H -1.880 -0.960 0.407
H 1.540 -0.291 -2.531
H -0.392 -3.009 0.775
C 0.451 -2.173 -2.543
H 1.390 -2.472 -3.039
H -0.342 -2.352 -3.283
C -1.937 -0.471 -2.791
H -2.098 -0.952 -3.765
H -2.711 0.318 -2.735
C -2.238 -1.510 -1.693
H -2.215 -2.505 -2.160
H -3.292 -1.349 -1.414
C 0.233 -3.153 -1.360
H -0.348 -4.021 -1.712
H 1.200 -3.578 -1.040
Pb 0.914 -0.614 0.117
H -0.642 1.203 -2.439
S -0.030 0.929 4.536
C -0.849 -0.566 4.367
C -0.866 -1.001 3.035
C -0.155 -0.137 2.184
C 0.296 0.994 2.811
C 1.009 2.097 2.210
C 1.492 3.192 2.954
C 2.177 4.211 2.304
C 2.348 4.133 0.915
C 1.840 3.021 0.231
N 1.213 2.027 0.863
H -1.273 -1.072 5.224
H -1.375 -1.899 2.690
H 1.329 3.199 4.032
H 2.572 5.050 2.874
H 2.874 4.908 0.354
H 1.950 2.922 -0.857

The calculation puts the LUMO energy (alpha / beta) at 0.00809 / 0.00806 Ha. The energy comes out at -35506.2531 eV. As for the net charge: 0. For the HOMO-LUMO gap (alpha / beta), the calculation gives 0.24923 / 0.24919 Eh.